(1)
50
Properties=species:S:1:pos:R:3:nbo_charge:R:1 method="wB97M-V/def2-TZVPD" gap_ev=6.083 lumo_ev=-5.45 e_above_lowest_ev=0.779 charge=+1 fmax_ev_per_a=0.98 e_homo_ev=-11.54
C -4.620 4.370 0.753 -0.650
C -3.570 3.307 0.718 0.095
C -2.890 2.967 1.894 -0.248
C -1.925 1.972 1.893 -0.048
C -1.641 1.235 0.711 -0.197
C -0.787 0.082 0.737 0.056
C -0.662 -0.790 -0.351 -0.333
C 0.223 -1.858 -0.403 0.034
C 0.333 -2.742 -1.519 -0.094
C 1.103 -3.939 -1.438 -0.118
C 1.244 -4.775 -2.534 -0.230
C 0.631 -4.461 -3.757 0.096
C 0.848 -5.341 -4.946 -0.651
C -0.176 -3.317 -3.844 -0.230
C -0.321 -2.470 -2.756 -0.123
C -2.262 1.670 -0.497 -0.105
C -3.259 2.635 -0.473 -0.230
H -5.075 4.491 -0.233 0.229
H -5.404 4.136 1.484 0.244
H -4.182 5.330 1.050 0.245
H -3.132 3.501 2.815 0.234
H -1.384 1.723 2.808 0.219
H -0.395 -0.240 1.711 0.234
H -1.332 -0.649 -1.197 0.220
H 0.837 -2.080 0.472 0.222
H 1.591 -4.182 -0.493 0.224
H 1.857 -5.679 -2.473 0.235
H 0.283 -4.970 -5.806 0.229
H 1.909 -5.394 -5.227 0.246
H 0.522 -6.365 -4.728 0.244
H -0.668 -3.084 -4.792 0.233
H -0.922 -1.567 -2.860 0.212
H -1.957 1.226 -1.447 0.217
H -3.806 2.886 -1.386 0.234
C 3.572 2.352 2.013 -0.604
C 2.380 1.405 2.149 0.094
C 2.883 -0.028 2.296 -0.612
C 1.562 1.797 3.379 -0.613
N 1.633 1.529 0.904 -0.836
H 3.224 3.387 1.916 0.209
H 4.241 2.278 2.877 0.210
H 4.130 2.098 1.105 0.222
H 2.051 -0.739 2.379 0.184
H 3.504 -0.308 1.436 0.220
H 3.487 -0.120 3.207 0.229
H 0.671 1.163 3.472 0.184
H 2.162 1.676 4.289 0.224
H 1.246 2.847 3.304 0.211
H 1.206 0.685 0.540 0.360
H 1.038 2.350 0.846 0.373

(2)
54
Properties=species:S:1:pos:R:3:nbo_charge:R:1 method="wB97M-V/def2-TZVPD" gap_ev=8.923 smiles="Cc1ccccc1SC1CCN(C(=O)[C@H]2CCC(=O)N(C3CC3)C2)CC1" lumo_ev=0.60 e_above_lowest_ev=0.203 fmax_ev_per_a=0.64 e_homo_ev=-8.32
C -6.280 -0.507 0.493 -0.637
C -5.096 -1.303 0.047 -0.062
C -5.131 -2.689 0.028 -0.199
C -4.042 -3.432 -0.393 -0.217
C -2.897 -2.785 -0.821 -0.199
C -2.841 -1.403 -0.817 -0.268
C -3.924 -0.661 -0.368 -0.072
S -3.915 1.116 -0.336 0.229
C -2.145 1.532 -0.101 -0.320
C -1.982 3.046 -0.121 -0.431
C -0.482 3.374 -0.139 -0.222
N 0.296 2.302 0.465 -0.440
C 1.377 1.838 -0.206 0.703
O 1.732 2.342 -1.256 -0.639
C 2.139 0.659 0.394 -0.312
C 3.573 0.681 -0.127 -0.195
N 4.310 -0.524 0.202 -0.444
C 3.772 -1.704 0.586 0.684
O 4.459 -2.656 0.906 -0.627
C 2.254 -1.802 0.636 -0.493
C 1.517 -0.665 -0.053 -0.396
H 0.455 -0.709 0.195 0.211
H 1.615 -0.749 -1.137 0.215
H 1.980 -2.767 0.206 0.241
H 1.984 -1.840 1.696 0.225
C 5.738 -0.393 0.160 -0.053
C 6.398 0.057 -1.111 -0.430
C 6.554 -1.356 -0.646 -0.395
H 7.500 -1.677 -0.239 0.220
H 6.026 -2.131 -1.178 0.229
H 5.773 0.240 -1.971 0.218
H 7.238 0.729 -1.034 0.217
H 6.161 -0.039 1.097 0.203
H 4.112 1.535 0.299 0.207
H 3.541 0.825 -1.214 0.218
H 2.154 0.715 1.485 0.211
C -0.343 1.736 1.629 -0.215
H 0.329 1.068 2.164 0.217
C -1.635 0.991 1.233 -0.437
H -2.395 1.150 2.000 0.222
H -1.464 -0.084 1.161 0.218
H -0.589 2.569 2.297 0.198
H -0.118 3.486 -1.162 0.249
H -0.289 4.309 0.400 0.197
H -2.467 3.466 0.762 0.205
H -2.465 3.471 -1.000 0.232
H -1.589 1.110 -0.941 0.215
H -1.950 -0.914 -1.180 0.210
H -2.045 -3.350 -1.167 0.213
H -4.089 -4.510 -0.394 0.215
H -6.030 -3.193 0.351 0.211
H -7.073 -1.157 0.852 0.217
H -6.661 0.093 -0.333 0.223
H -5.995 0.182 1.288 0.230

(3)
54
Properties=species:S:1:pos:R:3:nbo_charge:R:1 method="wB97M-V/def2-TZVPD" gap_ev=7.803 lumo_ev=0.69 e_above_lowest_ev=21.434 fmax_ev_per_a=17.76 e_homo_ev=-7.11
C 5.091 -0.524 -2.962 -0.629
C 4.144 0.555 -2.843 -0.088
H 3.398 0.601 -3.660 0.192
H 4.506 1.529 -2.902 0.187
O 3.273 0.213 -1.806 -0.510
C 3.796 0.492 -0.383 0.236
C 4.971 1.103 -0.093 -0.159
C 5.601 1.390 0.879 -0.267
C 4.916 0.881 2.006 -0.180
C 3.787 0.176 1.934 -0.253
C 3.100 0.270 0.709 0.130
N 1.863 -0.532 0.404 -0.397
C 0.876 -0.133 -0.246 -0.219
C -0.081 -0.905 -0.688 -0.280
N -0.593 -1.968 0.126 -0.381
C 0.479 -2.577 1.059 -0.250
C 1.547 -1.680 1.604 -0.226
H 2.333 -2.100 2.052 0.201
H 1.104 -0.868 2.301 0.174
H 0.158 -3.178 1.825 0.205
H 1.056 -3.132 0.098 0.191
C -1.715 -1.320 1.308 -0.292
C -2.843 -0.941 0.435 -0.110
C -3.508 -1.971 -0.237 -0.199
C -4.572 -1.544 -1.386 -0.174
C -5.031 -0.421 -1.085 -0.309
C -4.526 0.353 -0.283 0.235
C -3.326 0.400 0.407 0.289
O -2.780 1.087 1.362 -0.478
C -2.637 2.454 0.985 -0.279
H -2.482 2.750 -0.205 0.182
H -3.625 2.977 1.072 0.206
H -1.806 2.952 1.499 0.200
O -5.080 1.674 -0.169 -0.572
C -6.249 2.067 -0.865 -0.285
H -6.390 3.372 -0.575 0.192
H -6.030 2.062 -2.122 0.197
H -7.068 1.527 -0.314 0.200
H -6.025 -0.182 -1.623 0.229
H -5.156 -2.332 -1.672 0.206
H -2.923 -3.081 -0.290 0.236
H -1.402 -0.467 1.962 0.230
H -1.944 -2.251 1.896 0.211
H -1.010 -0.639 -1.154 0.253
H 0.325 -1.494 -1.569 0.192
H 1.385 0.627 -0.938 0.260
H 0.397 0.566 0.641 0.045
H 3.373 -0.302 2.856 0.233
H 5.425 1.045 2.983 0.203
H 6.440 1.939 1.158 0.229
H 5.620 1.678 -1.157 0.148
H 5.562 -0.335 -4.053 0.199
H 5.969 -0.438 -2.351 0.218
H 4.628 -1.583 -2.941 0.232

(4)
56
Properties=species:S:1:pos:R:3:nbo_charge:R:1 method="wB97M-V/def2-TZVPD" gap_ev=8.390 smiles="COc1ccc(N2CCN(CC(=O)Nc3nc4c(s3)C[C@@H](C)CC4)CC2)cc1" lumo_ev=0.70 e_above_lowest_ev=1.477 fmax_ev_per_a=1.04 e_homo_ev=-7.69
C -2.581 -4.191 0.902 -0.252
O -1.859 -3.925 -0.273 -0.516
C -0.702 -3.202 -0.171 0.355
C -0.152 -2.732 1.014 -0.296
C 1.013 -1.991 0.994 -0.226
C 1.677 -1.711 -0.197 0.221
C 1.122 -2.190 -1.381 -0.264
C -0.048 -2.920 -1.367 -0.253
H -0.479 -3.283 -2.287 0.221
H 1.591 -1.994 -2.332 0.215
N 2.811 -0.877 -0.182 -0.490
C 3.855 -1.085 0.804 -0.227
C 4.383 0.290 1.246 -0.218
N 4.501 1.194 0.116 -0.458
C 3.937 2.510 0.219 -0.296
C 2.422 2.724 0.138 0.661
O 1.945 3.835 0.009 -0.612
N 1.654 1.614 0.252 -0.662
C 0.288 1.663 0.163 0.232
N -0.451 0.610 0.215 -0.489
C -1.768 0.932 0.088 0.128
C -2.033 2.258 -0.058 -0.245
S -0.553 3.180 -0.047 0.436
C -3.391 2.842 -0.223 -0.430
H -3.486 3.753 0.373 0.216
C -4.454 1.817 0.194 -0.202
C -5.845 2.300 -0.204 -0.597
H -6.606 1.603 0.141 0.207
H -6.050 3.275 0.232 0.207
H -5.923 2.384 -1.286 0.202
C -4.136 0.459 -0.440 -0.390
C -2.833 -0.113 0.118 -0.418
H -2.504 -0.980 -0.457 0.224
H -2.979 -0.439 1.154 0.203
H -4.954 -0.239 -0.252 0.205
H -4.042 0.584 -1.521 0.199
H -4.417 1.705 1.283 0.195
H -3.544 3.123 -1.271 0.207
H 2.066 0.670 0.271 0.449
H 4.255 2.943 1.175 0.226
H 4.377 3.138 -0.563 0.227
C 4.548 0.539 -1.164 -0.223
C 3.361 -0.417 -1.446 -0.236
H 2.569 0.103 -1.992 0.208
H 3.723 -1.251 -2.067 0.184
H 5.481 -0.036 -1.200 0.189
H 4.599 1.296 -1.947 0.217
H 5.370 0.162 1.717 0.189
H 3.709 0.720 1.992 0.198
H 3.466 -1.629 1.663 0.224
H 4.672 -1.683 0.374 0.180
H 1.388 -1.606 1.930 0.208
H -0.631 -2.916 1.963 0.218
H -2.002 -4.802 1.603 0.173
H -2.895 -3.267 1.399 0.174
H -3.463 -4.748 0.587 0.199